Entry from the OMol25 dataset: 9 unconnected molecules or ions with the total composition C46H57N5O22 at a distorted geometry (ωB97M-V with the def2-TZVPD basis set).

Structure (XYZ):
```
130
Properties=species:S:1:pos:R:3:forces:R:3:mulliken_charge:R:1
O -1.388 0.623 2.543 0.124 -0.352 0.180 -0.6152
N -0.882 0.860 1.465 -0.434 0.343 -0.114 1.0761
O -0.910 1.961 0.948 -0.001 0.216 -0.068 -0.4588
C -0.246 -0.216 0.727 0.881 -0.656 -0.606 -0.0929
C -0.019 -1.429 1.347 -0.458 0.207 -0.033 -1.1011
C 0.619 -2.415 0.617 0.489 -0.793 0.097 -0.5162
C 1.142 -2.210 -0.660 -1.017 0.808 0.406 -0.8743
C 0.897 -0.968 -1.250 0.788 -0.166 -0.279 1.1211
C 0.233 0.018 -0.565 -1.093 0.810 0.939 -0.6836
H -0.363 -1.575 2.362 0.047 -0.145 -0.037 0.5734
H 0.746 -3.391 1.071 0.113 0.063 0.105 0.5047
H 1.678 -2.990 -1.172 0.109 0.029 0.077 0.2308
H 1.349 -0.682 -2.192 -0.164 -0.314 -0.004 0.1641
H 0.044 1.014 -0.948 0.298 -0.180 -0.336 0.4029
O -1.479 -9.602 -1.602 0.335 0.205 -0.086 -0.5430
N -2.381 -9.231 -0.884 0.103 0.152 -0.113 0.8622
O -3.525 -9.622 -0.957 -0.252 -0.078 0.087 -0.5388
C -2.078 -8.248 0.172 -0.709 -0.253 0.895 0.5432
C -1.212 -7.200 -0.014 0.057 -0.338 -0.715 -0.7583
C -0.979 -6.321 1.030 0.554 0.215 -0.253 0.2068
C -1.556 -6.508 2.271 -0.717 -0.324 -0.445 -0.5666
C -2.493 -7.539 2.416 0.053 0.562 0.049 -0.3522
C -2.771 -8.406 1.369 0.335 0.066 0.220 -0.6389
H -0.771 -7.095 -0.999 0.189 0.179 0.144 0.3964
H -0.328 -5.478 0.837 0.038 -0.013 0.134 0.2049
H -1.367 -5.808 3.071 -0.006 -0.047 0.076 0.4594
H -3.073 -7.563 3.330 0.103 -0.389 0.068 0.3579
H -3.475 -9.216 1.486 -0.095 0.062 -0.068 0.4022
O -5.326 -0.314 4.329 0.419 0.204 -0.363 -0.5899
N -5.447 0.609 5.103 -0.850 -0.196 1.015 1.0174
O -6.039 0.523 6.172 0.179 -0.035 -0.280 -0.5973
C -4.922 1.930 4.785 1.196 1.005 -0.036 -0.1315
C -5.418 3.052 5.444 0.200 -0.933 0.046 -0.3919
C -4.906 4.288 5.116 -0.204 0.562 -0.171 -0.5110
C -3.885 4.427 4.185 0.264 -0.486 -1.010 -0.7159
C -3.366 3.292 3.544 0.010 0.246 0.834 -0.2395
C -3.837 2.056 3.911 -1.344 -1.174 -0.450 -0.4736
H -6.134 2.945 6.245 -0.260 -0.036 -0.221 0.4654
H -5.419 5.135 5.553 0.432 0.213 0.063 0.3613
H -3.497 5.373 3.829 -0.235 0.258 0.402 0.4554
H -2.585 3.310 2.794 0.042 0.351 0.049 0.7231
H -3.495 1.161 3.408 0.166 0.028 0.128 0.6281
O 2.575 -1.303 -9.534 0.173 0.365 0.264 -0.5968
N 1.759 -1.488 -8.650 -0.240 -0.898 -1.100 0.9562
O 0.753 -2.166 -8.808 0.171 0.249 0.265 -0.5895
C 1.992 -0.923 -7.346 -0.225 1.019 1.281 -0.0293
C 2.849 0.179 -7.172 -0.165 -1.295 -1.391 -0.7822
C 2.936 0.792 -5.958 0.017 -0.019 0.471 -0.0759
C 2.191 0.328 -4.864 -0.909 -1.773 -1.170 0.1707
C 1.426 -0.824 -5.006 -0.099 0.588 -1.300 -0.4434
C 1.243 -1.387 -6.284 0.224 -0.479 1.255 -0.7242
H 3.403 0.484 -8.050 0.078 0.237 0.135 0.4585
H 3.555 1.675 -5.877 0.137 -0.308 -0.100 0.4594
H 2.132 0.860 -3.923 -0.180 -1.405 -1.094 0.5133
H 0.859 -1.173 -4.155 -0.122 -0.190 -0.157 0.5561
H 0.552 -2.214 -6.356 0.026 -0.035 -0.453 0.4846
O 0.791 3.186 -0.942 0.859 0.042 0.072 -0.1288
N 0.153 4.050 -1.507 -0.861 -1.402 0.234 0.9397
O -0.205 3.939 -2.665 0.062 0.871 -0.084 -0.6671
C -0.357 5.119 -0.657 -0.048 1.122 0.129 -0.4264
C -0.127 5.061 0.710 0.711 0.262 0.128 0.1802
C -0.563 6.108 1.509 0.148 -0.289 -0.002 -0.5489
C -1.242 7.172 0.957 -0.631 -0.084 -0.180 -0.5176
C -1.481 7.212 -0.416 -0.310 0.102 0.060 -0.5524
C -1.028 6.197 -1.235 0.224 -0.832 -0.059 -0.3079
H 0.495 4.294 1.146 -0.238 -0.266 -0.176 0.2222
H -0.364 6.110 2.573 0.009 -0.174 -0.010 0.4582
H -1.678 7.889 1.642 0.154 0.331 -0.269 0.4015
H -2.083 7.995 -0.856 0.113 0.134 0.072 0.3936
H -1.216 6.148 -2.299 -0.068 0.232 0.021 0.4507
C 2.206 -2.093 6.960 0.008 0.908 0.367 -1.1790
C 0.877 -1.784 6.282 0.168 -1.085 0.288 -0.2008
O 1.039 -0.799 5.274 0.653 -0.312 -0.665 -0.2451
C 0.632 0.431 5.481 -1.193 1.376 0.165 0.7066
O -0.005 0.850 6.413 0.082 -0.287 0.549 -0.6097
O 0.944 1.181 4.432 1.228 -0.436 -1.154 -0.1862
C 0.450 2.526 4.365 -0.390 -0.838 0.629 -0.4933
H 2.511 -1.225 7.552 0.030 -0.021 0.013 0.3002
H 3.009 -2.273 6.247 -0.158 -0.175 -0.147 0.3002
H 2.132 -2.926 7.656 -0.145 -0.122 -0.145 0.3904
H 0.093 -1.514 6.987 0.101 0.220 -0.014 0.3686
H 0.561 -2.684 5.751 -0.183 0.111 -0.076 0.2227
H 0.894 3.100 5.175 -0.270 0.174 0.028 0.4600
H -0.630 2.411 4.442 -0.053 0.705 0.123 0.2688
H 0.728 2.939 3.399 0.121 -0.220 -0.062 -0.1129
C -4.669 4.321 0.313 -0.036 -0.267 -1.181 -1.0008
C -3.738 3.756 -0.754 0.884 -0.222 1.037 0.6776
O -3.672 4.578 -1.927 0.503 -0.036 0.043 -0.1613
C -4.224 4.147 -3.049 -1.756 -0.430 0.241 0.6002
O -3.918 4.479 -4.146 0.650 0.336 -0.600 -0.5685
O -5.306 3.365 -2.779 0.384 -0.152 0.777 -0.3201
C -5.922 2.706 -3.857 0.046 0.561 -1.907 -0.7560
H -4.818 3.544 1.059 -0.034 0.251 0.271 0.2225
H -5.617 4.547 -0.178 -0.140 -0.042 0.241 0.3923
H -4.265 5.246 0.722 0.020 -0.088 0.223 0.1946
H -3.921 2.707 -0.978 -0.549 0.166 -0.340 0.3736
H -2.713 3.724 -0.368 -0.028 0.312 -0.023 -0.4243
H -5.209 2.586 -4.681 0.141 -0.478 0.347 0.3219
H -6.670 3.337 -4.352 -0.230 0.065 0.558 0.2749
H -6.374 1.766 -3.561 0.183 0.021 0.346 0.2717
C 6.554 -6.331 0.040 0.086 -0.249 -0.061 -1.1149
C 6.402 -4.942 -0.507 0.402 1.901 0.669 -0.2573
O 5.734 -4.929 -1.769 -0.391 -0.520 -0.297 -0.3723
C 4.730 -4.077 -1.972 0.246 -0.275 0.794 0.8500
O 4.408 -3.183 -1.228 -0.185 0.097 -0.154 -0.5338
O 4.136 -4.419 -3.104 -0.153 -0.319 -0.160 -0.3932
C 3.001 -3.663 -3.480 -0.098 1.555 -0.104 -0.4036
H 7.066 -6.337 1.003 0.052 0.318 -0.008 0.3697
H 7.122 -6.995 -0.609 -0.203 -0.004 -0.150 0.2927
H 5.555 -6.725 0.232 0.066 -0.231 -0.188 0.2852
H 7.292 -4.320 -0.660 0.492 -0.831 -0.030 0.3631
H 5.894 -4.306 0.228 -0.600 -0.293 -0.252 0.2697
H 2.869 -3.785 -4.550 -0.142 -0.282 0.057 0.3231
H 3.166 -2.596 -3.292 0.302 -0.060 -0.146 0.1545
H 2.089 -3.853 -2.912 0.142 -0.819 -0.117 0.3499
C 3.075 0.966 0.984 1.047 0.479 -0.540 -0.5582
C 3.869 0.518 -0.254 0.832 -0.004 1.457 -0.7589
O 3.161 0.799 -1.453 -0.129 -0.689 -0.399 -0.0927
C 3.438 1.940 -2.069 0.699 0.893 0.469 0.5449
O 4.179 2.810 -1.691 -0.207 -0.186 -0.114 -0.6615
O 2.766 1.933 -3.216 1.006 2.404 2.017 -0.2441
C 2.749 3.051 -4.101 -0.670 0.111 -0.356 -0.8305
H 2.342 0.242 1.327 -0.195 0.116 -0.221 0.1171
H 2.673 1.946 0.723 -0.473 -0.090 0.326 0.1030
H 3.785 1.129 1.797 -0.042 -0.076 0.049 0.5065
H 4.143 -0.533 -0.138 -0.653 -0.225 -0.800 0.2056
H 4.847 0.998 -0.311 -0.239 0.427 0.097 0.4886
H 2.301 2.608 -4.991 -0.132 0.698 0.330 0.5426
H 3.732 3.424 -4.377 0.128 0.013 0.466 0.2758
H 2.063 3.815 -3.747 0.284 0.157 0.270 0.0697
```
Positions in Å, forces in eV/Å.

As for the structure (SMILES): O=[N+]([O-])c1ccccc1.O=[N+]([O-])c1ccccc1.O=[N+]([O-])c1ccccc1.O=[N+]([O-])c1ccccc1.O=[N+]([O-])c1ccccc1.CCOC(=O)OC.CCOC(=O)OC.CCOC(=O)OC.CCOC(=O)OC. The LUMO energy is -1.00 eV. For the orbital gap, the calculation gives 8.9 eV. The calculation puts the relative energy (zero: lowest compared OMol25 entry of this formula, charge and spin) at 32.9 kcal per mole. The calculation puts the highest occupied orbital energy at -9.85 eV.